[1]
This record from OMol25 describes a cluster of 7 separate species, C26H52O22S in total at a distorted geometry. The level of theory is wB97M-V/def2-TZVPD.

Each line ends with the Mulliken charge.
Cartesian coordinates (Å):
O 0.50740 0.26950 1.74719  -0.2722
S 0.23546 1.28667 0.80643  0.9725
O 0.45764 2.65160 1.08940  -0.5940
O 0.85935 0.90230 -0.61355  -0.2616
C 0.00063 1.29721 -1.68730  -0.2806
C -1.40851 1.33718 -1.09459  0.2486
O -1.25196 0.98534 0.28592  -0.3936
H 0.29125 2.29668 -2.02757  0.3239
H 0.13099 0.62454 -2.52089  0.3595
H -2.06352 0.59386 -1.54740  -0.3189
H -1.93142 2.28801 -1.17956  0.1534
C 6.82474 6.59030 -2.47152  -1.2227
C 6.75056 5.34816 -1.60529  -0.1654
O 5.68523 4.56396 -2.16156  -0.2746
C 5.51452 3.36333 -1.60241  0.7686
O 6.13277 2.94701 -0.66952  -0.5560
O 4.54418 2.73843 -2.27100  -0.3094
C 4.19072 1.45421 -1.80351  -0.3680
H 6.77543 6.29566 -3.52031  0.3089
H 7.65435 7.26369 -2.27559  0.3767
H 5.92313 7.18989 -2.30516  0.3011
H 6.49158 5.61851 -0.58411  0.2913
H 7.66825 4.76821 -1.67465  0.3121
H 3.11931 1.29490 -1.83095  -0.1476
H 4.61855 1.23073 -0.82849  0.3949
H 4.62816 0.68302 -2.44902  0.2800
C -5.05060 -2.82823 -5.63222  -1.2049
C -3.61076 -2.97358 -5.16677  -0.1609
O -2.84516 -2.18261 -6.08195  -0.3241
C -1.97941 -1.27467 -5.65369  0.8803
O -1.73371 -0.99128 -4.51495  -0.5724
O -1.44589 -0.74217 -6.74777  -0.3456
C -0.40236 0.19806 -6.56925  -0.6040
H -5.73535 -3.47596 -5.08786  0.3694
H -4.98745 -3.19187 -6.65855  0.3798
H -5.34384 -1.78450 -5.57518  0.2575
H -3.34024 -4.02978 -5.18969  0.3109
H -3.45293 -2.63649 -4.14205  0.2752
H -0.75812 1.15206 -6.16932  0.2481
H 0.04976 0.39288 -7.53393  0.2242
H 0.32048 -0.19190 -5.85254  0.2968
C -1.50675 1.33302 4.35762  -0.7680
C -0.91677 1.53737 5.73933  -0.4039
O 0.03408 0.49896 5.96153  -0.2167
C 1.02740 0.75429 6.81386  0.7177
O 1.06459 1.66462 7.58173  -0.5693
O 1.95117 -0.17346 6.63719  -0.2225
C 3.13802 -0.07157 7.42971  -0.7853
H -2.01365 2.24419 4.02057  0.4200
H -2.27441 0.55733 4.32845  0.3197
H -0.76168 1.16250 3.58806  -0.0418
H -1.69752 1.57967 6.49807  0.2884
H -0.42730 2.51344 5.73828  0.3390
H 3.00268 0.48843 8.35062  0.3655
H 3.88760 0.39855 6.79159  0.2984
H 3.47231 -1.07554 7.67892  0.2419
C -5.88674 -0.08932 -3.07896  -1.4493
C -4.79349 0.92805 -3.34482  0.7680
O -5.39122 2.22163 -3.23833  -0.2967
C -4.54050 3.23688 -3.27747  0.8299
O -3.34207 3.15328 -3.38683  -0.5729
O -5.20330 4.37240 -3.19013  -0.3638
C -4.45155 5.57416 -3.28999  -0.6265
H -5.50942 -1.10904 -3.17370  0.3555
H -6.66737 -0.04110 -3.83800  0.3662
H -6.23927 0.08716 -2.06484  0.3712
H -4.42704 0.80811 -4.36658  0.2155
H -3.96665 0.80001 -2.65252  -0.3628
H -3.81210 5.67852 -2.41339  0.2887
H -5.15098 6.40610 -3.26618  0.2236
H -3.90168 5.61267 -4.22741  0.2920
C -4.88007 -6.43204 3.69884  -1.2130
C -3.67609 -6.07636 2.86686  -0.1758
O -3.49635 -4.65524 2.88802  -0.3130
C -2.65041 -4.15774 1.98666  0.7058
O -2.26073 -4.72229 0.99421  -0.5796
O -2.33960 -2.91968 2.34467  -0.2722
C -1.56365 -2.16591 1.40147  -0.2744
H -5.74616 -5.88157 3.33153  0.3059
H -4.75371 -6.25354 4.76716  0.3177
H -5.08441 -7.50142 3.62150  0.3806
H -3.83965 -6.38545 1.83312  0.2902
H -2.77104 -6.57298 3.22346  0.2933
H -2.25380 -1.83602 0.61937  0.3591
H -0.73355 -2.73821 1.00061  0.3130
H -1.25034 -1.25214 1.88789  -0.1367
C 6.67054 -2.62770 1.44070  -1.0657
C 6.51872 -2.16109 2.87595  -0.2270
O 5.31503 -1.39379 3.01954  -0.3381
C 4.20872 -2.07892 3.31392  0.7109
O 4.13281 -3.26613 3.47428  -0.5601
O 3.21671 -1.21296 3.40001  -0.3049
C 1.92189 -1.74723 3.67149  -0.4391
H 7.56481 -3.23992 1.32006  0.3473
H 6.84200 -1.77723 0.76844  0.2536
H 5.75325 -3.08768 1.08069  0.2973
H 7.37277 -1.59604 3.23469  0.3264
H 6.38862 -3.04052 3.51016  0.3373
H 1.21491 -0.94043 3.83190  -0.1363
H 1.87625 -2.43469 4.51060  0.4248
H 1.57294 -2.21926 2.74655  0.3937

Kohn-Sham gap = 10.7890 eV
Net charge = 0
HOMO level = -10.46 eV
Structure (SMILES) = O=S1(=O)OCCO1.CCOC(=O)OC.CCOC(=O)OC.CCOC(=O)OC.CCOC(=O)OC.CCOC(=O)OC.CCOC(=O)OC



[2]
This record from OMol25 describes a structure of composition C26H53As3CrN9O4P at a distorted geometry. The level of theory is wB97M-V/def2-TZVPD.

Each line ends with the Mulliken charge.
Cartesian coordinates (Å):
Cr 1.67739 0.89451 -0.27670  0.3362
C 1.05969 0.01171 2.60930  -1.1137
N 1.38139 1.06981 1.67480  1.3156
C 1.65249 2.24791 2.16170  0.1111
C 2.11469 3.20521 1.25430  -0.7229
C 2.62729 4.50851 1.35370  -1.3231
C 3.06889 4.84451 0.08080  -0.9369
C 2.81549 3.74591 -0.73960  -0.9322
N 2.22779 2.76081 -0.04830  1.3474
C -0.12651 0.29051 3.50770  -0.1260
C -1.32171 0.72281 2.94870  0.5744
C -2.42711 0.97261 3.74410  -1.1655
C -2.34231 0.78271 5.11500  -0.6604
C -1.15751 0.33921 5.67820  -0.8700
C -0.05091 0.09841 4.88070  -0.4229
H 1.93919 -0.18069 3.23460  0.5938
H 0.86969 -0.87839 2.00260  -0.2067
H 1.58229 2.45841 3.22310  0.5388
H 2.68639 5.10671 2.24000  0.6119
H 3.50379 5.77081 -0.23240  0.5316
H 3.03239 3.66641 -1.79010  0.5378
H -1.35511 0.86361 1.87140  0.5882
H -3.35231 1.31931 3.30280  0.4925
H -3.19531 0.98211 5.74350  0.4542
H -1.08951 0.19321 6.74410  0.4432
H 0.86419 -0.24589 5.33840  0.4675
N 2.17299 0.92881 -2.52520  -0.1606
N 3.56539 1.06201 -2.68990  -0.3519
C 4.38579 0.78401 -1.65770  0.4059
N 5.69709 0.77351 -1.79430  -0.2834
N 3.74899 0.50921 -0.50870  0.8557
N 4.35179 -0.10349 0.47180  0.3371
O 3.56579 -0.51739 1.35750  -0.7387
O 5.54979 -0.31929 0.53560  -0.7986
H 1.83849 0.03531 -2.90510  0.3001
H 1.70139 1.68901 -3.02160  0.3943
H 3.94959 1.22051 -3.61730  0.1953
H 6.17639 0.95771 -2.66190  0.2208
H 6.25029 0.48931 -0.98180  0.1963
C -1.77601 3.05061 0.44410  -1.2255
As -0.66211 1.97091 -0.77530  1.0728
C -0.18541 3.51701 -1.87530  -1.4943
C -1.92331 1.25151 -2.16520  -2.2279
C -3.14281 0.36981 -1.82030  2.8055
C -3.48281 -0.44629 -3.06870  -1.9363
C -2.80551 -0.55839 -0.66300  -1.5204
As -1.15711 -1.64209 -0.91250  0.5061
C -1.22701 -2.37879 0.90700  -1.2898
C -1.94641 -3.27789 -1.73460  -1.4364
C -4.32141 1.29611 -1.48510  -1.7607
As -6.14171 0.66671 -0.85810  0.3314
C -6.46321 -1.20319 -1.39930  -1.0763
C -5.83171 0.35111 1.06130  -0.9936
H -2.28231 3.81781 -0.14520  0.5952
H -1.11291 3.54451 1.15550  0.3968
H -2.51651 2.48931 1.00920  0.2203
H -1.10901 4.02391 -2.16260  0.5991
H 0.35099 3.25931 -2.78840  0.4328
H 0.41599 4.21391 -1.29540  0.4698
H -1.27221 0.66981 -2.83300  0.5660
H -2.26671 2.12271 -2.73320  0.6555
H -2.63591 -1.07739 -3.34180  0.4561
H -3.71491 0.21161 -3.90310  0.4168
H -4.34281 -1.08299 -2.88460  0.3314
H -3.63701 -1.23919 -0.47010  0.8184
H -2.63931 0.04961 0.23560  -0.1096
H -2.16971 -2.90569 1.04720  0.5435
H -1.16631 -1.58899 1.64830  0.1831
H -0.41251 -3.08159 1.07390  0.3581
H -2.96571 -3.42759 -1.38250  0.3843
H -1.35421 -4.14759 -1.44260  0.4313
H -1.96161 -3.22559 -2.82240  0.4434
H -4.54351 1.88491 -2.37910  0.5427
H -4.02501 2.00901 -0.70900  0.2063
H -6.57721 -1.30039 -2.47540  0.3496
H -7.40361 -1.50079 -0.93760  0.4109
H -5.68261 -1.87149 -1.04110  0.2566
H -5.50501 1.26431 1.55230  0.2634
H -5.09791 -0.43539 1.22550  0.1847
H -6.77331 0.04501 1.51300  0.4998
N 4.03949 -2.96059 1.95450  -0.0926
C 2.97539 -3.46749 1.06960  -0.9181
P 2.81219 -2.53359 -0.57360  0.9722
O 4.16129 -2.25929 -1.16020  -1.0518
O 1.78619 -1.44229 -0.56370  -0.1371
C 2.21259 -3.94469 -1.69580  -1.1430
N 3.40329 -4.34019 -2.47890  -0.1090
H 3.95999 -1.87789 1.93570  0.1929
H 4.97499 -3.19659 1.60630  0.4137
H 3.94569 -3.30909 2.91540  0.4169
H 2.01549 -3.40539 1.57820  0.3773
H 3.17099 -4.51329 0.83750  0.5726
H 1.43939 -3.53089 -2.34210  0.2212
H 1.78859 -4.78709 -1.15740  0.5184
H 4.09239 -3.55589 -2.24060  0.3375
H 3.24749 -4.38619 -3.48880  0.3621
H 3.80319 -5.23809 -2.18820  0.3701

Spin multiplicity = 2
Kohn-Sham gap (alpha / beta) = 4.2006 / 4.8479 eV
Net charge = +3
HOMO level (alpha / beta) = -13.53 / -13.53 eV
Relative energy (zero: lowest compared OMol25 entry of this formula, charge and spin) = 0.9090 eV